{
  "formula": "C24H29BrN4O4",
  "method": "wB97M-V/def2-TZVPD",
  "symbols": ["N", "C", "O", "C", "H", "H", "C", "N", "C", "O", "C", "C", "C", "C", "C", "C", "C", "H", "H", "Br", "H", "H", "H", "H", "H", "C", "C", "C", "C", "N", "H", "C", "C", "H", "C", "C", "C", "C", "H", "C", "H", "H", "H", "H", "H", "H", "H", "H", "H", "H", "H", "C", "C", "H", "H", "N", "O", "O", "H", "H", "H", "H"],
  "xyz": [[4.100, 3.015, 1.563], [4.266, 1.888, 0.845], [4.477, 0.817, 1.384], [4.239, 2.076, -0.665], [5.278, 2.036, -1.001], [3.828, 3.052, -0.922], [3.459, 0.988, -1.420], [3.939, -0.322, -1.015], [3.698, -1.436, -1.731], [3.422, -1.445, -2.912], [3.702, -2.697, -0.863], [2.365, -2.614, -0.183], [2.231, -2.015, 1.065], [0.981, -1.810, 1.621], [-0.142, -2.204, 0.915], [-0.035, -2.805, -0.327], [1.220, -3.004, -0.870], [1.314, -3.452, -1.847], [-0.922, -3.107, -0.863], [-1.867, -1.910, 1.662], [0.883, -1.339, 2.587], [3.104, -1.696, 1.615], [3.774, -3.576, -1.501], [4.522, -2.679, -0.147], [4.126, -0.389, -0.018], [1.960, 1.020, -1.193], [1.386, 1.408, -0.010], [0.004, 1.338, 0.208], [-0.862, 0.802, -0.787], [-2.175, 0.670, -0.579], [-2.520, 1.002, 0.317], [-3.171, 0.240, -1.524], [-3.550, 1.370, -2.499], [-4.322, 0.990, -3.171], [-4.038, 2.656, -1.839], [-5.283, 2.495, -0.968], [-4.979, 1.909, 0.411], [-4.875, 0.379, 0.469], [-5.861, -0.035, 0.692], [-4.390, -0.341, -0.794], [-4.157, -1.366, -0.496], [-5.203, -0.394, -1.519], [-4.231, 0.108, 1.308], [-4.060, 2.364, 0.784], [-5.770, 2.209, 1.101], [-5.718, 3.487, -0.825], [-6.027, 1.887, -1.485], [-3.234, 3.082, -1.234], [-4.255, 3.370, -2.637], [-2.673, 1.611, -3.106], [-2.751, -0.574, -2.130], [-0.239, 0.406, -1.995], [1.109, 0.514, -2.192], [1.539, 0.186, -3.126], [-0.849, 0.003, -2.786], [-0.456, 1.846, 1.439], [0.363, 2.300, 2.225], [-1.663, 1.847, 1.682], [1.976, 1.790, 0.806], [3.647, 1.090, -2.496], [3.845, 3.893, 1.147], [4.075, 2.943, 2.569]],
  "lowdin_charge": [0.184, -0.553, 0.044, -0.041, 0.136, 0.124, -0.237, 0.118, -0.493, 0.067, -0.042, -0.224, -0.029, -0.116, -0.667, -0.120, -0.023, 0.123, 0.103, 0.794, 0.108, 0.115, 0.125, 0.124, 0.098, -0.152, 0.054, -0.086, -0.171, 0.086, 0.076, -0.312, -0.148, 0.117, -0.195, -0.197, -0.194, -0.194, 0.112, -0.152, 0.092, 0.112, 0.080, 0.093, 0.108, 0.108, 0.113, 0.111, 0.109, 0.106, 0.136, 0.004, 0.000, 0.116, 0.107, -0.332, 0.055, 0.032, 0.102, 0.154, 0.110, 0.123],
  "de_lowest_ev": 0.000,
  "homo_energy_ev": -7.96,
  "smiles": "NC(=O)C[C@@H](NC(=O)Cc1ccc(Br)cc1)c1ccc(NC2CCCCCC2)c([N+](=O)[O-])c1",
  "total_charge": 0,
  "spin_multiplicity": 1,
  "fmax_ev_per_a": 1.31,
  "mol_weight_g_mol": 517.4
}

=====

{
  "formula": "C15H35Cl3N5O5Zr",
  "method": "wB97M-V/def2-TZVPD",
  "symbols": ["Zr", "Cl", "Cl", "Cl", "C", "C", "O", "N", "C", "H", "H", "H", "H", "H", "H", "H", "C", "C", "O", "N", "C", "H", "H", "H", "H", "H", "H", "H", "C", "C", "O", "N", "C", "H", "H", "H", "H", "H", "H", "H", "C", "C", "O", "N", "C", "H", "H", "H", "H", "H", "H", "H", "C", "C", "O", "N", "C", "H", "H", "H", "H", "H", "H", "H"],
  "xyz": [[-0.073, 0.378, 0.456], [1.029, 1.885, 2.158], [-1.100, -1.253, 2.052], [-0.191, 2.211, -1.352], [-3.734, 1.612, 2.637], [-2.575, 2.271, 1.970], [-1.762, 1.608, 1.319], [-2.461, 3.589, 2.074], [-1.433, 4.356, 1.390], [-4.020, 2.057, 3.588], [-3.510, 0.558, 2.784], [-4.606, 1.671, 1.976], [-3.231, 4.087, 2.488], [-0.450, 3.993, 1.678], [-1.567, 5.406, 1.624], [-1.524, 4.240, 0.307], [2.407, -3.596, 1.840], [2.616, -2.110, 1.892], [1.805, -1.309, 1.453], [3.729, -1.707, 2.538], [4.142, -0.325, 2.617], [2.942, -4.102, 2.642], [2.709, -4.015, 0.879], [1.347, -3.806, 1.974], [4.408, -2.419, 2.747], [4.054, 0.058, 3.636], [3.449, 0.293, 2.039], [5.150, -0.173, 2.237], [-0.228, -3.664, -1.234], [0.058, -2.268, -1.692], [0.191, -1.341, -0.885], [0.155, -2.059, -3.004], [0.413, -0.755, -3.577], [-1.298, -3.854, -1.333], [0.023, -3.773, -0.184], [0.333, -4.391, -1.819], [0.116, -2.862, -3.609], [0.017, -0.716, -4.589], [1.488, -0.565, -3.665], [-0.025, 0.026, -2.961], [3.812, -0.691, -1.349], [3.149, 0.577, -0.910], [2.060, 0.554, -0.334], [3.832, 1.712, -1.053], [3.273, 3.037, -0.763], [3.136, -1.283, -1.964], [4.048, -1.277, -0.459], [4.732, -0.534, -1.911], [4.655, 1.686, -1.631], [2.396, 2.936, -0.129], [2.958, 3.533, -1.679], [3.994, 3.643, -0.219], [-3.811, -1.546, -0.351], [-3.198, -0.265, -0.850], [-2.011, -0.020, -0.622], [-3.921, 0.602, -1.557], [-5.364, 0.573, -1.664], [-3.060, -2.314, -0.502], [-4.758, -1.790, -0.827], [-4.000, -1.474, 0.721], [-3.441, 1.392, -1.961], [-5.733, 1.538, -1.996], [-5.825, 0.350, -0.701], [-5.714, -0.175, -2.380]],
  "lowdin_charge": [1.286, 0.033, 0.014, 0.004, 0.026, -0.507, -0.266, 0.049, -0.062, 0.092, 0.070, 0.094, 0.147, 0.025, 0.090, 0.060, 0.016, -0.533, -0.117, 0.026, -0.059, 0.084, 0.088, 0.081, 0.136, 0.093, 0.040, 0.087, 0.041, -0.479, -0.174, 0.052, -0.039, 0.093, 0.079, 0.095, 0.150, 0.095, 0.088, 0.029, 0.042, -0.505, -0.249, 0.059, -0.050, 0.080, 0.088, 0.089, 0.142, 0.020, 0.087, 0.090, 0.030, -0.486, -0.232, 0.059, -0.063, 0.076, 0.080, 0.091, 0.150, 0.092, 0.090, 0.093],
  "de_lowest_ev": 0.285,
  "homo_energy_ev": -11.53,
  "total_charge": 1,
  "spin_multiplicity": 1,
  "fmax_ev_per_a": 0.87,
  "mol_weight_g_mol": 563.1
}

=====

{
  "formula": "C4H7O2S",
  "method": "wB97M-V/def2-TZVPD",
  "symbols": ["O", "C", "O", "C", "C", "C", "S", "H", "H", "H", "H", "H", "H", "H"],
  "xyz": [[-2.812, 0.044, -1.096], [-2.317, -0.582, -0.146], [-2.880, -1.032, 0.877], [-0.783, -0.811, -0.259], [-0.034, 0.434, 0.092], [1.456, 0.295, -0.060], [2.415, 1.676, 0.663], [-0.652, -1.035, -1.325], [-0.573, -1.722, 0.290], [-0.474, 1.235, -0.512], [-0.312, 0.786, 1.091], [1.833, -0.683, 0.149], [1.774, 0.383, -1.108], [3.358, 1.014, 1.342]],
  "lowdin_charge": [-0.084, -0.776, -0.095, -0.177, -0.311, -0.575, 0.654, 0.106, 0.098, 0.116, 0.110, 0.065, 0.054, -0.186],
  "de_lowest_ev": 0.231,
  "homo_energy_ev": -4.00,
  "smiles": "O=C([O-])CCCS",
  "total_charge": -1,
  "spin_multiplicity": 1,
  "fmax_ev_per_a": 1.99,
  "mol_weight_g_mol": 119.2
}

=====

{
  "formula": "C2H4N4O2",
  "method": "wB97M-V/def2-TZVPD",
  "symbols": ["C", "C", "H", "H", "H", "H", "N", "N", "N", "N", "O", "O"],
  "xyz": [[-1.301, 0.066, 0.337], [1.251, -0.181, -0.245], [-3.144, -0.776, -0.285], [-1.988, -0.019, -1.695], [2.966, -0.840, 0.804], [2.281, 0.873, 0.969], [-2.426, -0.077, -0.477], [-0.519, 1.321, -0.087], [0.675, 1.242, -0.232], [2.425, 0.027, 0.411], [-1.113, -0.542, 1.389], [0.893, -1.093, -0.888]],
  "lowdin_charge": [-0.569, -0.606, 0.085, 0.252, 0.172, 0.096, 0.088, 0.090, 0.073, 0.138, 0.060, 0.122],
  "de_lowest_ev": 1.674,
  "homo_energy_ev": -9.21,
  "total_charge": 0,
  "spin_multiplicity": 1,
  "fmax_ev_per_a": 5.65,
  "mol_weight_g_mol": 116.1
}

=====

Frontier orbital gap readings, ordered: 7.637; 9.667; 6.904; 9.080 eV